Formula: C42H39GeN12Na
Source: the Open Molecules 2025 dataset
Level of theory: the ωB97M-V functional and the def2-TZVPD basis

Computed properties:
Frontier orbital gap ... 0.153 Ha
E_HOMO ... -0.186 eV
Charge ... -2
ΔE to the lowest compared entry with this formula, charge and spin ... 51.6 kJ/mol
LUMO level ... 3.96 eV

```
95
Properties=species:S:1:pos:R:3:forces:R:3
Na 0.6975 0.4425 -0.1665 0.504 0.140 0.016
C -4.0471 5.0125 -0.9039 -0.008 0.015 -0.019
C -3.9564 5.1177 0.4838 -0.007 0.022 0.014
C -2.9739 4.4280 1.1899 0.007 -0.023 -0.027
C -2.0789 3.6549 0.4730 -0.024 0.012 0.024
C -0.9787 2.7320 0.9047 -0.110 0.029 -0.015
N -0.7548 2.4811 2.1619 0.026 -0.002 -0.043
C 0.1019 1.4776 2.6397 -0.041 -0.010 -0.034
C 0.4991 1.3323 4.0096 0.051 -0.028 0.020
C 0.2349 2.0656 5.1741 -0.026 0.013 -0.040
C 0.8086 1.6725 6.3624 0.009 -0.005 0.011
C 1.6621 0.5428 6.4119 -0.006 0.017 0.031
C 1.9311 -0.1985 5.2858 -0.002 -0.035 -0.036
C 1.3471 0.1771 4.0618 -0.016 0.031 0.007
C 1.3902 -0.3324 2.7363 0.049 0.038 -0.008
N 2.2471 -1.3073 2.2629 0.003 -0.040 0.027
C 2.3333 -1.7997 1.0815 0.029 0.044 -0.034
N 1.4539 -1.6212 -0.0479 -0.127 -0.209 0.012
C 2.1208 -2.0256 -1.2596 0.026 0.050 0.032
N 1.8180 -1.7727 -2.4785 0.005 -0.041 -0.020
C 0.8812 -0.8696 -2.9584 0.026 0.007 -0.009
N 0.3632 0.1474 -2.2208 -0.178 -0.054 0.030
C -0.3658 0.9703 -2.9778 -0.041 0.014 0.007
N -1.1045 2.0841 -2.5539 0.014 0.001 0.055
C -1.1352 2.5520 -1.3405 -0.103 0.051 -0.002
N -0.4295 2.2080 -0.2261 0.060 -0.188 0.019
C -2.1713 3.5481 -0.9151 -0.011 0.010 -0.033
C -3.1586 4.2135 -1.6191 0.010 -0.032 0.038
C -0.3486 0.4751 -4.3214 0.043 -0.035 -0.017
C -0.9371 0.9079 -5.5183 -0.012 0.010 0.041
C -0.7037 0.2028 -6.6771 0.003 -0.006 -0.013
C 0.1233 -0.9485 -6.6680 -0.013 0.005 -0.031
C 0.7026 -1.4015 -5.5071 0.009 -0.031 0.049
C 0.4736 -0.7019 -4.3070 -0.001 0.055 -0.016
C 3.3283 -2.7436 -0.8146 0.022 -0.017 -0.062
C 4.2880 -3.4241 -1.5512 -0.025 0.019 0.028
C 5.3725 -3.9735 -0.8797 0.021 -0.013 0.002
C 5.5132 -3.8120 0.5005 0.014 -0.006 0.005
C 4.5696 -3.1061 1.2347 -0.046 -0.002 -0.021
C 3.4638 -2.5911 0.5720 0.018 -0.025 0.051
N 0.6297 0.4737 1.9415 -0.170 -0.062 0.000
H -4.8302 5.5496 -1.4278 -0.002 -0.004 0.003
H -4.6706 5.7347 1.0180 -0.001 -0.003 -0.002
H -2.9100 4.4690 2.2703 0.004 0.008 0.002
H -0.4165 2.9311 5.1224 0.006 0.005 0.011
H 0.6126 2.2311 7.2715 -0.002 -0.004 0.003
H 2.1089 0.2608 7.3602 0.000 -0.003 -0.002
H 2.5812 -1.0655 5.3318 0.006 0.006 0.002
H -3.2360 4.0870 -2.6920 0.000 0.012 -0.003
H -1.5692 1.7890 -5.5137 0.007 0.005 -0.008
H -1.1521 0.5273 -7.6102 -0.004 -0.004 0.001
H 0.2971 -1.4805 -7.5980 0.000 -0.001 0.002
H 1.3272 -2.2884 -5.5056 0.004 0.005 -0.006
H 4.1787 -3.5095 -2.6253 -0.001 -0.006 -0.003
H 6.1265 -4.5239 -1.4309 -0.002 0.004 -0.005
H 6.3751 -4.2388 1.0008 -0.002 0.000 0.001
H 4.6714 -2.9563 2.3023 0.006 -0.004 0.002
C -3.4431 0.2294 1.2886 0.057 0.014 0.009
N -3.0724 -0.5968 0.1386 -0.007 -0.060 -0.021
C -3.5266 0.0692 -1.0848 0.029 0.029 -0.003
N -4.9838 0.2854 -1.0764 -0.006 0.020 -0.004
C -5.3044 1.0977 0.1021 -0.005 0.015 -0.008
N -4.8980 0.4507 1.3543 -0.002 0.005 0.015
C -5.5510 -0.8524 1.4296 -0.006 -0.007 -0.005
N -5.2298 -1.7209 0.2901 -0.015 -0.004 0.003
C -3.7643 -1.8727 0.2474 -0.016 0.013 -0.015
C -5.6352 -1.0112 -0.9303 -0.010 -0.014 -0.004
H -2.9379 1.1913 1.2241 0.010 0.003 -0.001
H -3.1125 -0.2645 2.2055 -0.006 -0.003 0.002
H -3.2558 -0.5408 -1.9500 -0.005 -0.005 0.004
H -3.0268 1.0298 -1.1836 0.003 -0.012 0.002
H -6.3851 1.2715 0.1285 0.001 -0.008 0.001
H -4.7936 2.0597 0.0189 0.003 -0.002 -0.003
H -6.6357 -0.7073 1.4604 0.003 0.003 0.003
H -5.2381 -1.3517 2.3504 0.005 0.000 -0.004
H -3.5053 -2.4920 -0.6155 -0.004 0.004 0.004
H -3.4393 -2.3846 1.1564 0.000 0.009 0.001
H -6.7201 -0.8660 -0.9035 0.002 0.002 0.001
H -5.3867 -1.6313 -1.7955 0.007 0.001 0.004
C 1.3105 -5.0700 1.3525 -0.024 -0.021 0.007
Ge 0.0551 -4.2159 0.1083 0.038 0.069 -0.013
C -1.7330 -4.8035 0.6837 0.015 -0.087 -0.009
C 0.3521 -4.9319 -1.6922 -0.033 -0.032 0.011
C 0.1200 -2.2379 0.1285 -0.067 0.306 -0.003
H 0.9699 -6.0921 1.5389 0.019 0.003 0.011
H 1.3489 -4.5341 2.3016 -0.004 0.018 -0.006
H 2.3190 -5.1077 0.9428 0.018 0.026 -0.023
H -1.7172 -5.8944 0.7526 -0.040 0.005 0.014
H -2.5152 -4.5204 -0.0195 0.016 0.019 -0.016
H -1.9907 -4.4058 1.6662 0.022 0.022 0.002
H 0.2249 -6.0174 -1.6817 0.004 0.001 -0.021
H 1.3531 -4.6928 -2.0496 0.012 0.008 0.026
H -0.3630 -4.5021 -2.3954 0.005 0.016 0.004
H -0.2929 -1.8570 1.0667 -0.013 -0.046 0.003
H -0.5366 -1.8563 -0.6603 -0.010 -0.045 -0.002
```
Positions in Å, forces in eV/Å.


Formula: C42H39N5O8Pb
Source: the Open Molecules 2025 dataset
Level of theory: the ωB97M-V functional and the def2-TZVPD basis

Computed properties:
Frontier orbital gap ... 0.269 Ha
E_HOMO ... -8.256 eV
ΔE to the lowest compared entry with this formula, charge and spin ... 64.0 kJ/mol
LUMO level ... -0.94 eV

```
95
Properties=species:S:1:pos:R:3:forces:R:3
Pb 0.1403 0.3913 -0.2128 -0.072 -0.124 -0.021
C -4.8026 -0.9210 3.6519 -0.023 -0.029 -0.007
O -3.5939 -0.4622 3.0715 -0.029 0.135 0.067
C -2.4041 -0.8992 3.5730 0.060 -0.031 0.036
C -2.2806 -1.9139 4.5092 -0.011 -0.024 -0.001
C -1.0283 -2.3130 4.9546 0.006 -0.015 0.010
C 0.1038 -1.7095 4.4510 -0.006 -0.013 -0.011
C 0.0048 -0.7110 3.4816 -0.003 -0.007 -0.013
C 1.2724 -0.1691 2.9803 -0.028 -0.035 -0.015
N 1.4895 0.3654 1.8430 -0.104 0.054 -0.010
N 2.7924 0.7489 1.6249 0.048 0.020 0.005
C 2.9895 1.1820 0.4101 -0.009 -0.012 0.056
O 2.1063 1.2420 -0.5342 -0.065 0.034 -0.014
C 4.3507 1.6593 0.0582 0.003 -0.006 0.013
C 4.5277 2.4269 -1.0884 0.008 -0.027 -0.017
C 5.7920 2.8874 -1.4233 0.004 0.003 -0.004
C 6.8809 2.5734 -0.6229 -0.001 0.001 0.002
C 6.7055 1.7994 0.5176 -0.005 -0.001 -0.003
C 5.4435 1.3447 0.8613 0.001 0.028 0.021
C -1.2580 -0.2873 3.0559 0.054 0.012 -0.073
O -1.2372 0.7565 2.1840 -0.091 0.014 0.225
H -4.7097 -1.0760 4.7260 0.017 0.061 0.017
H -5.1310 -1.8470 3.1741 0.018 -0.041 0.055
H -5.5441 -0.1421 3.4825 -0.016 -0.029 -0.074
H -3.1582 -2.4164 4.8893 -0.014 0.011 -0.024
H -0.9493 -3.1044 5.6870 0.006 0.001 -0.002
H 1.0859 -2.0240 4.7795 -0.001 0.006 0.002
H 2.1352 -0.2931 3.6331 0.002 0.014 0.013
H 3.6712 2.6573 -1.7077 -0.001 0.001 0.001
H 5.9265 3.4901 -2.3120 0.000 -0.001 0.000
H 7.8682 2.9296 -0.8883 0.000 -0.001 0.000
H 7.5559 1.5486 1.1384 0.000 0.002 0.001
H 5.2888 0.7446 1.7472 0.000 0.001 -0.004
O 2.2796 -3.2713 -4.9446 0.003 0.003 0.001
C 1.7937 -2.5444 -3.9202 -0.003 0.007 0.000
C 1.6982 -3.0495 -2.6248 0.003 -0.006 -0.001
C 1.1851 -2.2267 -1.6484 -0.001 -0.010 0.025
N 0.7783 -0.9972 -1.9279 -0.006 0.040 -0.014
C 0.8811 -0.4913 -3.1533 0.032 0.013 -0.004
C 1.3853 -1.2389 -4.1915 -0.004 -0.018 -0.012
C 0.3947 0.9464 -3.3088 -0.100 -0.055 0.007
O 0.4841 1.4746 -4.4018 -0.009 -0.016 -0.013
O -0.1172 1.4323 -2.2404 0.117 0.092 0.063
C 1.0510 -2.6391 -0.1915 -0.129 0.003 0.002
O 1.4112 -3.7516 0.1454 -0.024 -0.029 -0.015
O 0.5305 -1.7314 0.5531 0.314 0.004 0.030
H 2.5438 -4.1446 -4.6335 -0.004 -0.004 0.002
H 2.0152 -4.0490 -2.3559 -0.006 0.000 0.005
H 1.4599 -0.8110 -5.1803 0.001 0.006 0.003
C 0.1668 3.3743 2.2835 -0.018 0.016 0.031
C -0.4648 3.9784 1.0601 0.135 0.094 -0.032
C -0.2599 5.3389 0.8414 0.009 -0.018 0.027
C -0.7619 5.9805 -0.2757 -0.024 -0.040 -0.028
C -1.5151 5.2627 -1.1874 -0.001 0.048 0.050
C -1.7579 3.9081 -1.0016 -0.077 -0.012 0.050
C -2.6425 3.1987 -1.9881 0.021 0.046 0.007
C -1.2034 3.2505 0.1140 -0.174 -0.120 -0.204
N -1.4563 1.8395 0.1788 0.391 0.099 0.320
C -2.2288 1.2358 1.2305 -0.071 -0.199 -0.379
C -3.2076 2.2132 1.8533 0.006 0.083 0.051
C -2.8623 0.0302 0.5079 -0.032 -0.137 0.032
C -4.3148 0.0006 0.1617 0.001 -0.008 0.045
N -2.0124 -0.8269 0.1123 -0.092 0.186 -0.162
C -2.3062 -1.9656 -0.6954 -0.072 -0.001 0.099
C -2.5571 -1.8272 -2.0621 0.051 -0.017 -0.024
C -2.6619 -0.4922 -2.7481 -0.024 -0.006 -0.021
C -2.7145 -2.9854 -2.8215 0.042 0.005 -0.005
C -2.6289 -4.2376 -2.2441 -0.004 0.003 0.016
C -2.3992 -4.3515 -0.8801 -0.012 -0.001 -0.011
C -2.2372 -3.2267 -0.0848 -0.027 -0.019 0.014
C -2.0376 -3.3620 1.3977 -0.018 -0.001 -0.047
H 0.7681 4.1281 2.7895 0.015 -0.004 0.004
H 0.8183 2.5416 2.0343 -0.006 0.017 0.003
H -0.5669 2.9966 2.9969 0.029 0.002 -0.044
H 0.3218 5.8962 1.5657 0.005 0.004 -0.007
H -0.5711 7.0348 -0.4298 -0.009 -0.001 -0.001
H -1.9328 5.7552 -2.0571 -0.002 0.005 0.006
H -3.2888 3.9190 -2.4900 0.020 -0.003 -0.029
H -3.2711 2.4590 -1.4945 -0.008 -0.020 -0.006
H -2.0432 2.6795 -2.7359 0.020 -0.027 0.006
H -2.6953 2.7998 2.6143 0.021 0.019 -0.082
H -4.0412 1.7038 2.3228 0.023 -0.015 0.044
H -3.5747 2.9007 1.0915 -0.060 -0.038 -0.001
H -4.4787 0.6660 -0.6902 -0.003 0.008 0.002
H -4.9380 0.3467 0.9800 -0.005 0.004 0.014
H -4.6116 -1.0048 -0.1329 0.001 -0.003 -0.010
H -2.4027 0.3447 -2.1067 0.008 0.044 0.020
H -3.6778 -0.3387 -3.1216 0.004 0.019 0.024
H -1.9965 -0.4512 -3.6120 -0.025 -0.009 -0.025
H -2.8992 -2.8871 -3.8851 -0.005 0.000 -0.002
H -2.7470 -5.1258 -2.8514 0.007 -0.001 0.000
H -2.3403 -5.3296 -0.4187 0.010 0.002 -0.002
H -1.8932 -4.4073 1.6663 0.006 -0.005 0.000
H -2.9126 -2.9906 1.9383 0.007 -0.016 -0.031
H -1.1726 -2.7918 1.7368 0.006 -0.015 -0.029
```
Positions in Å, forces in eV/Å.